Entry 1:
Formula: C23H49NO11S5Si
Source: OMol25
Level of theory: the ωB97M-V functional and the def2-TZVPD basis

Summary:
- SMILES string = CC(=O)N(C)[SiH3].O=S1(=O)CCCC1.O=S1(=O)CCCC1.O=S1(=O)CCCC1.O=S1(=O)CCCC1.O=S1(=O)CCCC1
- energy (a.u.) = -4068.52843
- orbital gap (eV) = 9.61

Geometry (Å):
S1 -0.42523 -4.64213 2.12822
S2 3.91210 3.86035 4.60117
S3 -0.67087 3.59353 1.38615
S4 -1.53437 -0.63608 -2.08178
S5 -2.79557 -6.66982 -2.14788
Si1 -0.43817 1.20108 -5.74812
O1 -0.32829 -1.18872 -2.66127
O2 2.52256 4.22450 4.46305
O3 -0.71659 3.56277 -0.05272
O4 -0.66475 -3.68336 1.07575
O5 4.38849 3.13107 5.74659
O6 0.64866 -5.59938 2.04814
O7 -0.49896 2.39458 2.17203
O8 -3.57661 -5.76307 -1.34067
O9 -2.87524 -8.09904 -1.97515
O10 -2.62490 -0.17789 -2.90989
O11 0.16789 3.77513 -3.60599
N1 0.54605 2.69092 -5.56767
C1 4.90587 4.14435 2.19196
C2 -2.01250 -5.58603 3.98679
C3 -1.55365 5.76100 2.66162
C4 -1.97979 -1.08921 0.50079
C5 -2.10124 4.49759 1.98600
C6 -0.71017 -5.71249 -3.50777
C7 -2.18647 -1.76855 -0.85563
C8 -1.09607 0.66662 -0.93833
C9 -0.32690 -3.79872 3.71060
C10 0.54964 4.79136 1.89859
C11 -1.07691 -6.15492 -2.08636
C12 5.72516 5.08965 3.08013
C13 1.69056 1.98972 -3.39708
C14 -1.58785 -4.19938 4.48608
C15 4.42785 3.02236 3.10820
C16 -0.22244 6.10411 1.98267
C17 1.83706 2.48693 -6.29511
C18 -3.05858 -6.26877 -3.87093
C19 4.91766 5.32925 4.36221
C20 -1.94663 -5.51876 2.46445
C21 -1.99600 0.42852 0.27121
C22 0.75341 2.91211 -4.16474
C23 -1.99667 -5.21692 -4.17922
H1 3.59341 2.45426 2.70176
H2 4.04760 4.67876 1.77704
H3 -1.37415 1.08717 -4.62753
H4 5.94512 6.02906 2.57463
H5 0.92249 4.49053 2.87759
H6 5.24516 2.35191 3.37245
H7 -1.38038 5.56573 3.72190
H8 -0.31131 -6.56229 -4.06658
H9 0.33319 6.85785 2.53919
H10 -1.01655 -1.38304 0.91407
H11 -1.31574 -6.34151 4.35725
H12 -0.40855 6.49382 0.97884
H13 -2.28905 -4.25463 -3.75233
H14 -0.99899 -5.33038 -1.37777
H15 -0.04477 0.53712 -0.67868
H16 -2.65257 3.86932 2.68161
H17 1.78894 3.08772 -7.20235
H18 -1.40464 -4.19485 5.55978
H19 1.36366 4.81431 1.17636
H20 0.39460 -0.01230 -5.85050
H21 -1.65094 0.96758 1.13955
H22 2.13631 1.23759 -4.04637
H23 -1.24965 1.63470 -1.40693
H24 -1.65259 -2.71304 -0.92169
H25 0.05883 -4.94133 -3.49161
H26 -2.76661 -4.92664 2.05780
H27 -0.46585 -6.98929 -1.75070
H28 -1.91804 -6.49591 1.98749
H29 -3.01110 -5.85196 4.33032
H30 1.09201 1.47917 -2.64997
H31 -3.01566 0.75937 0.04858
H32 -4.07647 -5.91188 -4.01114
H33 2.50813 2.52419 -2.92352
H34 -2.38630 -3.48113 4.28711
H35 -1.21342 1.39249 -6.99356
H36 2.68397 2.84184 -5.71526
H37 6.67928 4.62016 3.32807
H38 -1.86772 -5.08301 -5.25233
H39 -2.72589 4.73722 1.12711
H40 -2.74815 -1.39798 1.21023
H41 -0.27702 -2.72568 3.53886
H42 4.24590 6.18002 4.26151
H43 5.49412 3.75706 1.36135
H44 -3.24234 -1.92373 -1.07284
H45 5.55749 5.46426 5.23064
H46 -2.89548 -7.17768 -4.44976
H47 1.96564 1.45549 -6.62881
H48 0.57884 -4.13657 4.21076
H49 -2.26630 6.58190 2.59235

=====

Entry 2:
Formula: C3H7N3O
Source: OMol25
Level of theory: the ωB97M-V functional and the def2-TZVPD basis

Summary:
- SMILES string = [H]/N=C/NC(=O)NC
- ΔE to the lowest compared entry with this formula, charge and spin (kcal/mol) = 34.01
- energy (a.u.) = -357.99568
- orbital gap (eV) = 10.01

Geometry (Å):
O1 0.78135 2.31640 -0.57086
N1 -2.14561 -0.73478 0.61331
N2 0.67699 0.18441 0.38264
N3 -1.12202 0.98751 -0.62600
C1 0.17005 1.30786 -0.29885
C2 -1.43195 -0.39090 -0.37184
C3 1.78804 -0.57551 -0.10833
H1 -0.99670 -1.08072 -1.10623
H2 1.68267 -0.73444 -1.19085
H3 -2.29819 -1.74174 0.58779
H4 0.26619 -0.02719 1.27552
H5 2.74270 -0.08347 0.07945
H6 1.76266 -1.56236 0.36539
H7 -1.77260 1.64768 -1.03113

=====

Entry 3:
Formula: C26H33As2I2N2O2Pd
Source: OMol25
Level of theory: the ωB97M-V functional and the def2-TZVPD basis

Summary:
- ΔE to the lowest compared entry with this formula, charge and spin (kcal/mol) = 42.47
- ⟨S²⟩ = 6.055
- total charge = +1
- spin multiplicity = 5
- energy (a.u.) = -6464.92347
- orbital gap (alpha / beta) (eV) = 6.93 / 5.49

Geometry (Å):
I1 -0.96165 6.81122 -3.87768
I2 -0.65085 0.76762 -4.33738
Pd1 -0.15035 0.07812 -0.05068
As1 0.09095 -2.03808 -1.44588
As2 0.88595 -2.44638 1.85552
O1 -0.61825 -0.16968 2.61422
O2 0.79435 1.31642 -1.65508
N1 -2.21855 0.80422 -0.40918
N2 -0.31265 2.43602 0.87632
C1 -0.88055 -3.62028 -0.74938
C2 4.67205 -2.66168 -0.42448
C3 -3.89915 2.47302 -0.28808
C4 -0.12215 4.81012 -1.73328
C5 -0.67045 3.78102 -3.84218
C6 -0.32775 2.56502 -3.30728
C7 0.57915 3.42232 0.24422
C8 2.89415 -2.56008 -2.02508
C9 2.41925 -2.25118 0.30722
C10 3.75745 -2.45528 0.59612
C11 -4.76055 1.68812 -1.03018
C12 -2.62485 2.00002 0.01612
C13 1.79165 0.40342 2.24832
C14 -4.31685 0.45032 -1.47428
C15 -1.72475 2.82902 0.90932
C16 2.13155 -2.77878 3.36752
C17 -0.57905 0.27782 3.96662
C18 4.23905 -2.72068 -1.73628
C19 0.27075 2.41402 -2.02488
C20 -0.00955 -2.64458 -3.32708
C21 0.59065 -0.48458 1.98052
C22 1.96925 -2.35038 -1.00858
C23 -3.03315 0.05622 -1.15278
C24 0.24605 3.59232 -1.21018
C25 -0.51935 4.92192 -3.06328
C26 -0.82085 -3.07178 3.03002
H1 5.71605 -2.78668 -0.18588
H2 -5.75865 2.02952 -1.25558
H3 -0.80165 -4.15918 3.03632
H4 -1.33645 -3.43478 0.22292
H5 -1.04535 -2.54818 -3.66428
H6 -0.42685 1.36012 4.03272
H7 4.11745 -2.43108 1.61452
H8 2.55505 -2.63838 -3.04938
H9 2.62125 -0.16238 2.67792
H10 1.55975 1.21772 2.93852
H11 -1.71905 -2.70828 2.54352
H12 -0.20195 -4.47178 -0.66438
H13 1.61305 -2.68278 4.31982
H14 0.01625 2.31552 1.83072
H15 1.60525 3.04842 0.33832
H16 -1.66775 -3.86738 -1.46518
H17 -2.63715 -0.89638 -1.50828
H18 2.16465 0.83632 1.30882
H19 -1.85395 3.88452 0.63052
H20 -1.06805 3.83912 -4.84238
H21 -2.10925 2.71622 1.93202
H22 -4.20835 3.44592 0.06292
H23 -1.54435 0.03052 4.40472
H24 -0.09955 5.68822 -1.10418
H25 -0.73645 -2.68018 4.03622
H26 0.51885 4.39342 0.75812
H27 0.61775 -2.05388 -3.99208
H28 2.98475 -2.10338 3.36232
H29 -4.95175 -0.19248 -2.05928
H30 4.94335 -2.89728 -2.53398
H31 2.50285 -3.80188 3.28592
H32 0.28545 -3.69688 -3.36828
H33 0.21355 -0.23698 4.51702

=====

Entry 4:
Formula: ClH4N2OP
Source: OMol25
Level of theory: the ωB97M-V functional and the def2-TZVPD basis

Summary:
- ΔE to the lowest compared entry with this formula, charge and spin (kcal/mol) = 100.64
- energy (a.u.) = -988.63056
- orbital gap (alpha / beta) (eV) = 7.73 / 8.04

Geometry (Å):
Cl1 3.98179 0.09228 -0.04228
P1 2.11761 -0.77366 -0.22001
O1 -0.69316 -1.92641 0.12705
N1 0.07505 1.01204 -0.34132
N2 1.30639 0.72062 -0.17846
H1 -0.04435 2.00978 -0.16524
H2 -0.34856 -2.85140 0.01004
H3 -0.83509 -1.59272 -0.76317
H4 2.07013 1.33623 0.19274

=====

Entry 5:
Formula: C37H59BCaNO7SbSe4
Source: OMol25
Level of theory: the ωB97M-V functional and the def2-TZVPD basis

Summary:
- ΔE to the lowest compared entry with this formula, charge and spin (kcal/mol) = 21.25
- total charge = -2
- energy (a.u.) = -12575.40776
- orbital gap (eV) = 4.97

Geometry (Å):
Sb1 -1.71514 -3.19278 6.59382
Se1 -0.19179 0.45272 6.39708
Se2 -0.57822 -0.79412 4.55092
Se3 -0.12322 -4.38916 7.88250
Se4 -3.89879 -3.25110 7.50253
Ca1 0.02281 -1.50448 1.59750
O1 3.04416 -2.21658 1.32244
O2 0.37565 -2.91333 3.37810
O3 0.13961 0.35404 3.12952
O4 1.56007 -1.55084 -0.35528
O5 3.85662 -0.67222 -0.18906
O6 0.79505 -1.90488 4.35336
O7 -2.14484 -1.25599 1.97250
N1 -0.88263 -0.33962 -0.19042
C1 -2.84923 -0.49145 1.18258
C2 -5.19309 1.93729 -1.58715
C3 5.00532 -3.54052 1.10846
C4 1.85596 3.49499 -3.85816
C5 -2.22609 0.06119 0.00514
C6 -5.75128 3.16080 -0.84494
C7 1.83083 -0.60995 -2.60913
C8 2.85652 -3.00971 -2.49379
C9 1.11977 1.32964 3.43956
C10 1.33326 2.09575 2.14135
C11 -2.99751 0.80588 -0.88239
C12 -0.04786 0.08894 -1.14436
C13 4.14475 -1.12185 -3.50419
C14 -4.89176 -0.77080 2.68730
C15 0.20988 2.37218 -5.36937
C16 4.97332 -0.95954 0.70452
C17 -6.36655 1.10574 -2.12391
C18 -6.39111 -0.45515 2.72490
C19 -4.39256 2.45033 -2.78418
C20 -4.21421 -0.20870 1.42940
C21 2.10765 -2.05530 -4.60353
C22 2.39996 0.70042 3.95032
C23 6.18355 -1.27674 -0.15711
C24 -0.57801 3.67600 -3.41965
C25 4.71581 -2.06526 3.06737
C26 -0.17139 1.24366 -1.96291
C27 4.47256 -2.18932 1.57429
C28 -4.25070 -0.13982 3.93206
C29 -4.76547 -2.29998 2.76829
C30 0.52249 2.73788 -3.91252
C31 5.23109 0.31046 1.49631
C32 1.15447 -0.67285 -1.40418
C33 -4.91058 0.59090 0.52529
C34 -4.34252 1.09218 -0.63523
C35 1.55738 0.49923 -3.43144
C36 0.63618 1.46497 -3.06578
C37 2.73999 -1.68125 -3.24766
B1 2.81242 -1.44435 0.21959
H1 -6.58736 0.61910 2.76572
H2 -0.72474 1.81183 -5.43192
H3 -3.98828 1.63212 -3.38331
H4 4.48966 -4.31624 1.67374
H5 4.37267 0.59514 2.09545
H6 7.03478 -1.55087 0.46934
H7 -6.91307 -0.86675 1.85727
H8 6.45875 -0.39378 -0.73518
H9 4.30684 -1.15635 3.49121
H10 -6.82353 -0.90203 3.62345
H11 0.99626 1.75870 -5.81010
H12 2.10357 3.75983 -2.82850
H13 -0.61500 4.56275 -4.05836
H14 6.07666 -3.63210 1.29265
H15 6.09310 0.19759 2.15582
H16 -4.93715 3.75516 -0.42664
H17 1.88430 -3.39723 -2.19154
H18 4.24071 -2.90358 3.57636
H19 2.03288 2.92132 2.29459
H20 3.48934 -2.94511 -1.61489
H21 1.10170 -2.45272 -4.45884
H22 2.26624 0.23312 4.92252
H23 5.43440 1.12043 0.79454
H24 -6.33302 3.79285 -1.52441
H25 -0.90307 1.97565 -1.66951
H26 3.32694 -3.74096 -3.15786
H27 -6.99920 1.70576 -2.78716
H28 -2.55698 1.12095 -1.81229
H29 -3.72538 -2.60958 2.79718
H30 3.18830 1.45516 4.02431
H31 4.82056 -3.71849 0.05061
H32 5.78821 -2.09430 3.27428
H33 -6.39816 2.86127 -0.02035
H34 5.98833 -2.08861 -0.85449
H35 2.10108 0.60333 -4.36005
H36 -3.55817 3.07518 -2.46222
H37 -5.99695 0.24429 -2.68315
H38 -5.26157 -2.66246 3.67287
H39 0.10944 3.27825 -5.97475
H40 -5.94948 0.81622 0.72919
H41 -3.16718 -0.17734 3.85616
H42 -4.54469 0.90995 4.01806
H43 0.70531 2.00669 4.19528
H44 0.38857 2.49157 1.76897
H45 4.11827 -0.31288 -4.23523
H46 -5.03863 3.05391 -3.42836
H47 2.03458 -1.20157 -5.27354
H48 -6.98536 0.72909 -1.30927
H49 -1.55728 3.19802 -3.45102
H50 4.57994 -0.73239 -2.58700
H51 -5.24173 -2.76315 1.89835
H52 4.79614 -1.90988 -3.89648
H53 2.67293 2.88657 -4.24834
H54 2.71569 -2.82246 -5.09209
H55 1.79878 4.41552 -4.44736
H56 1.74894 1.45015 1.35942
H57 -0.39907 4.00729 -2.39560
H58 2.70045 -0.07442 3.24700
H59 -4.54182 -0.66703 4.84478

=====

Entry 6:
Formula: C6H12O
Source: OMol25
Level of theory: the ωB97M-V functional and the def2-TZVPD basis

Summary:
- ΔE to the lowest compared entry with this formula, charge and spin (kcal/mol) = 35.88
- ⟨S²⟩ = 0.754
- total charge = +1
- spin multiplicity = 2
- energy (a.u.) = -310.66008
- orbital gap (alpha / beta) (eV) = 9.01 / 3.63

Geometry (Å):
O1 1.66035 -1.44826 3.25681
C1 -0.72186 2.79213 -1.64412
C2 -0.88784 -1.12540 -1.80440
C3 1.23866 -1.30459 1.94735
C4 -1.26094 0.32257 -1.83381
C5 0.25361 -0.48139 1.55983
C6 -0.39873 1.33214 -1.47046
H1 0.60621 1.15750 -1.05219
H2 -2.18322 0.60735 -2.35335
H3 -1.71348 2.90900 -2.11622
H4 0.01168 3.25495 -2.32623
H5 -0.27198 0.15195 2.28210
H6 -1.02979 -1.64424 -2.76481
H7 2.37120 -2.09423 3.26852
H8 1.77918 -1.94732 1.23479
H9 0.16155 -1.26431 -1.47745
H10 -1.51658 -1.65522 -1.07298
H11 -0.12866 -0.49399 0.51766
H12 -0.70630 3.39191 -0.72069

=====

- Look up the energy of the second one.
  -357.99568 a.u.